Formula: C5H13BF4PtSe2
Source: the OMol25 dataset
Level of theory: ωB97M-V with the def2-TZVPD basis set

Structure (XYZ):
```
26
Properties=species:S:1:pos:R:3:nbo_charge:R:1
Pt 0.382 0.858 0.696 0.4533
C -0.970 -0.235 -2.324 -0.7934
Se -1.676 0.643 -0.742 0.4913
C -2.404 -0.953 0.129 -0.6019
C -1.360 -1.994 0.487 -0.5858
Se -0.015 -1.220 1.680 0.6048
C 1.453 -2.380 1.159 -0.7910
H -1.761 -0.809 -2.803 0.2193
H -0.120 -0.862 -2.071 0.2178
H -0.641 0.573 -2.969 0.2758
H -3.159 -1.389 -0.524 0.2390
H -2.909 -0.573 1.018 0.2365
H -0.833 -2.361 -0.393 0.2262
H -1.801 -2.842 1.011 0.2343
H 1.662 -2.276 0.099 0.2358
H 1.162 -3.398 1.408 0.2277
H 2.323 -2.090 1.742 0.2489
C 2.075 1.026 1.838 -0.8947
H 2.827 0.272 1.596 0.1856
H 1.844 0.964 2.904 0.1963
H 2.489 2.011 1.624 0.2220
F -1.031 3.853 -0.953 -0.5476
B 0.266 3.459 -1.176 1.3633
F 0.326 2.417 -2.107 -0.5719
F 1.138 4.470 -1.453 -0.5352
F 0.736 2.837 0.124 -0.5564
```

Summary:
HOMO	-9.27	eV
E_LUMO	-0.10	eV
ΔE to the lowest compared entry with this formula, charge and spin	0.0593	eV
net charge	0
2S+1	1

***

Formula: C32H27IrN6O
Source: the OMol25 dataset
Level of theory: ωB97M-V with the def2-TZVPD basis set

Structure (XYZ):
```
67
Properties=species:S:1:pos:R:3:nbo_charge:R:1
Ir -0.523 -0.326 0.009 1.5176
C -2.336 3.866 -0.883 -0.2654
C -1.257 4.758 -0.900 -0.1554
C 0.001 4.273 -0.684 -0.2206
C 0.187 2.893 -0.400 0.3623
N -0.863 2.033 -0.467 -0.5324
C -2.077 2.524 -0.693 0.0480
N 1.410 2.526 -0.075 -0.4950
C 1.943 1.432 0.405 0.3262
N 1.305 0.276 0.807 -0.5925
C 2.260 -0.589 1.282 0.3258
N 2.021 -1.778 1.791 -0.3301
C 1.089 -2.670 1.538 0.3162
C 1.038 -3.813 2.383 -0.1317
C 0.072 -4.763 2.181 -0.1834
C -0.808 -4.620 1.105 -0.1920
C -0.665 -3.516 0.282 0.0867
N 0.221 -2.556 0.490 -0.4876
C 3.545 0.031 1.229 -0.1304
C 4.821 -0.399 1.584 -0.1646
C 5.873 0.461 1.354 -0.2079
C 5.673 1.729 0.792 -0.1902
C 4.417 2.169 0.436 -0.1850
C 3.347 1.310 0.656 -0.0158
H -3.345 4.212 -1.034 0.2306
H -1.420 5.808 -1.085 0.2293
H 0.880 4.896 -0.708 0.2378
H -2.878 1.799 -0.732 0.2083
H 1.784 -3.896 3.157 0.2465
H 0.000 -5.617 2.838 0.2413
H -1.568 -5.354 0.899 0.2401
H -1.294 -3.390 -0.591 0.2228
H 4.972 -1.372 2.022 0.2257
H 6.875 0.158 1.614 0.2243
H 6.524 2.372 0.633 0.2233
H 4.262 3.139 -0.009 0.2327
C 2.372 0.338 -3.170 -0.2428
C 1.526 0.877 -4.130 -0.1038
C 0.161 0.687 -3.998 -0.2367
C -0.342 0.035 -2.873 0.2351
N 0.491 -0.328 -1.867 -0.4917
C 1.809 -0.241 -2.051 0.0858
C -1.736 -0.339 -2.637 -0.0687
C -2.733 -0.387 -3.615 -0.1793
C -3.992 -0.863 -3.294 -0.2141
C -4.266 -1.298 -2.008 -0.1747
C -3.285 -1.243 -1.025 -0.2588
C -2.026 -0.761 -1.328 -0.2143
H 3.443 0.368 -3.276 0.2445
H 1.920 1.416 -4.977 0.2378
H -0.510 1.061 -4.754 0.2383
H 2.433 -0.673 -1.278 0.2266
H -2.528 -0.068 -4.624 0.2181
H -4.765 -0.905 -4.046 0.2289
H -5.247 -1.672 -1.756 0.2264
H -3.523 -1.566 -0.022 0.2280
C -1.443 -1.087 3.751 -0.6164
C -1.874 0.056 2.808 0.0913
C -3.334 0.448 3.082 -0.6172
O -1.748 -0.335 1.503 -0.5869
H -1.620 -0.790 4.781 0.2298
H -0.385 -1.291 3.613 0.2084
H -2.013 -1.986 3.524 0.2087
H -1.212 0.921 3.012 0.1795
H -3.987 -0.390 2.846 0.2107
H -3.610 1.294 2.457 0.2180
H -3.462 0.720 4.127 0.2239
```

Summary:
HOMO (alpha / beta)	-8.45 / -10.55	eV
<S²>	8.83
E_LUMO (alpha / beta)	-2.95 / -6.03	eV
net charge	+1
2S+1	6